18
Properties=species:S:1:pos:R:3:forces:R:3 method="wB97M-V/def2-TZVPD" e_tot_ha=-327.0472 de_lowest_ev=2.291 orbital_gap_ev=9.98 multiplicity=1 lumo_energy_ev=1.009 total_charge=0 smiles="C=CN1C[C@@H]1C.O" largest_force_ha_per_bohr=0.00530
C 1.4567 0.7067 -1.3104 0.036 0.021 0.017
C 0.9064 -0.4391 -0.5018 -0.019 -0.016 -0.210
C 1.4510 -0.8263 0.8287 0.208 -0.122 0.127
N 0.1901 -0.1127 0.7186 -0.157 -0.050 0.050
C -1.0137 -0.7739 1.0265 -0.130 -0.045 -0.039
C -2.0330 -0.9229 0.1803 0.096 -0.024 0.076
O -1.2969 2.2685 -0.0449 -0.046 -0.035 0.139
H 0.6463 1.2225 -1.8353 0.128 -0.078 0.038
H 2.1862 0.3468 -2.0437 -0.111 0.050 0.103
H 1.9531 1.4339 -0.6596 -0.070 -0.097 -0.073
H 0.4713 -1.2580 -1.0777 0.054 0.133 0.099
H 2.2712 -0.2604 1.2662 -0.130 -0.080 -0.096
H 1.4108 -1.8785 1.1076 -0.021 0.156 -0.055
H -1.0824 -1.0978 2.0639 -0.009 0.034 -0.137
H -2.0395 1.7240 0.2456 0.046 0.141 -0.096
H -1.9723 -0.5745 -0.8482 0.020 -0.072 0.148
H -2.9599 -1.3821 0.5067 0.159 0.059 -0.015
H -0.5455 1.8236 0.3774 -0.055 0.027 -0.076

16
Properties=species:S:1:pos:R:3:forces:R:3 method="wB97M-V/def2-TZVPD" e_tot_ha=-159.5475 de_lowest_ev=1.021 orbital_gap_ev=12.54 multiplicity=1 lumo_energy_ev=1.090 total_charge=0 smiles=CC.CC largest_force_ha_per_bohr=0.06891
C 0.0458 -1.6201 -0.5871 1.265 0.193 -1.407
C 0.7273 -3.0411 -0.9158 0.748 2.989 -0.772
H -0.7660 -1.4063 -1.2890 -0.316 -0.310 0.397
H -0.2821 -1.4799 0.4501 0.130 -0.221 -0.313
H 0.7677 -0.7823 -0.8574 -0.603 -1.079 0.619
H 1.8007 -2.8763 -0.5995 -1.134 -0.882 -0.195
H 0.7442 -3.1630 -2.0610 -0.228 -0.230 1.898
H 0.2128 -3.8012 -0.3492 0.151 -0.517 -0.245
C -0.3734 1.9127 0.1574 -1.211 -0.879 -2.328
C -0.4052 2.7288 1.4244 -2.599 -0.465 1.452
H -0.6060 2.3516 -0.8770 0.408 0.300 1.708
H 0.5280 1.3504 0.0022 0.948 0.188 0.157
H -1.0871 1.0768 0.1365 -0.219 0.250 0.593
H 0.1127 2.1416 2.2270 -0.791 0.430 -0.467
H -1.5792 2.9762 1.7868 3.366 -0.575 -0.945
H 0.1600 3.6321 1.3518 0.084 0.807 -0.153

24
Properties=species:S:1:pos:R:3:forces:R:3 method="wB97M-V/def2-TZVPD" e_tot_ha=-1783.8703 de_lowest_ev=1.086 orbital_gap_ev="3.32 / 6.76" multiplicity=4 lumo_energy_ev="3.883 / 3.762" total_charge=-1 largest_force_ha_per_bohr=0.06805
C -2.9817 0.1282 -2.0624 -0.628 0.138 -0.017
Co -1.8186 0.2350 -0.4006 -1.384 -1.143 -1.673
N -1.3607 2.1677 -0.5083 0.217 1.584 -0.080
H -2.0867 -0.9950 -1.2408 0.241 -0.140 0.478
H -1.9499 0.1181 1.1252 -1.098 0.457 1.110
H -3.7476 -0.6634 -2.0897 0.180 0.340 -0.293
H -2.4208 0.1223 -3.0031 -0.118 -0.053 0.025
H -3.5268 1.0900 -1.9874 0.061 -0.077 -0.028
H -0.4456 2.2745 -0.9567 -0.106 0.023 0.272
H -1.3152 2.5901 0.4220 0.091 -0.244 -0.351
H -2.0466 2.6898 -1.0569 0.234 -0.075 0.143
N 3.5976 -1.1340 1.8774 2.412 -0.599 1.485
C 2.4423 -0.8910 1.2218 -0.666 1.712 -2.978
C 2.3957 -0.1397 0.0218 0.578 -0.967 1.642
C 1.1727 0.1241 -0.5916 0.501 0.685 -0.488
N 0.0003 -0.3188 -0.0449 -0.222 -1.597 1.418
C 0.0348 -1.0851 1.0815 1.728 0.495 -0.868
C 1.2178 -1.3665 1.7385 -1.399 -0.496 0.548
H 4.4916 -0.8052 1.5360 -0.517 -0.104 0.055
H 3.6259 -1.6674 2.7388 -0.196 0.296 -0.515
H 3.3216 0.2435 -0.4111 -0.145 -0.055 0.065
H 1.1334 0.6882 -1.5297 -0.102 -0.291 0.266
H -0.9086 -1.4636 1.4622 0.222 0.172 -0.193
H 1.1752 -1.9419 2.6580 0.113 -0.060 -0.024

52
Properties=species:S:1:pos:R:3:forces:R:3 method="wB97M-V/def2-TZVPD" e_tot_ha=-2812.0995 de_lowest_ev=0.418 orbital_gap_ev="6.67 / 5.70" multiplicity=2 lumo_energy_ev="-9.868 / -11.098" total_charge=+3 largest_force_ha_per_bohr=0.03319
W -0.2838 -0.8837 -1.1860 -0.153 -1.341 1.045
I -2.5744 -4.0289 5.5531 -0.129 -0.133 0.228
C -1.6548 -3.1167 4.0216 0.172 0.140 -0.243
C -0.2415 -3.1492 3.9200 -0.089 -0.012 0.039
C 0.3839 -2.5256 2.8822 -0.144 0.008 0.026
I 2.4475 -2.5341 2.7757 0.043 0.035 -0.060
C -0.3888 -1.8399 1.8769 0.067 0.026 0.034
O 0.2343 -1.2400 0.9270 0.058 -0.126 0.071
C -1.8088 -1.7847 2.0117 -0.039 -0.007 -0.019
C -2.6286 -1.0026 1.0293 -0.037 -0.006 0.018
N -1.8489 -0.0218 0.2336 0.085 0.251 -0.081
C -2.7956 0.9256 -0.4097 0.012 0.058 0.008
C -2.0388 1.6670 -1.4559 0.156 0.062 0.085
C -2.5300 2.7946 -2.0719 -0.024 0.005 0.083
C -1.7208 3.4795 -2.9625 0.013 0.069 -0.054
C -0.4223 3.0372 -3.1693 -0.020 0.032 0.016
C 0.0035 1.8928 -2.5416 -0.126 0.037 0.210
N -0.8034 1.1853 -1.7115 -0.053 0.361 -0.625
C -2.4196 -2.4121 3.0573 0.068 -0.003 0.034
H 0.3330 -3.6643 4.6781 -0.007 -0.011 -0.004
H -3.3906 -0.4398 1.5728 -0.017 -0.011 0.014
H -3.1401 -1.6601 0.3272 0.005 -0.014 -0.010
H -1.2727 0.5369 0.8649 0.030 -0.053 0.092
H -3.1794 1.6121 0.3469 -0.011 0.019 -0.007
H -3.6369 0.3812 -0.8305 0.001 -0.047 -0.001
H -3.5302 3.1360 -1.8409 0.007 0.006 -0.003
H -2.0899 4.3622 -3.4681 0.003 0.000 0.003
H 0.2583 3.5658 -3.8208 0.000 -0.002 0.004
H 1.0001 1.5190 -2.6872 0.010 0.010 -0.046
H -3.4957 -2.3626 3.1734 0.006 0.003 -0.003
O 5.6857 -6.4297 -2.0192 -0.024 0.090 0.021
C 5.3548 -5.3868 -1.7632 -0.067 -0.074 -0.033
O 5.0730 -4.2413 -1.4816 0.096 0.029 0.024
C 3.7448 -3.5945 -1.3143 0.146 -0.115 -0.034
C 2.5925 -4.3182 -1.4892 -0.064 0.024 0.033
C 1.4147 -3.5945 -1.3399 0.093 -0.017 0.165
N 1.4499 -2.2995 -1.0299 0.139 0.183 -0.430
C 2.5995 -1.6582 -0.8543 0.003 -0.060 0.060
C 3.8330 -2.2700 -0.9917 -0.117 -0.023 0.063
C 2.4782 -0.1945 -0.5143 -0.113 0.208 0.017
O 3.4271 0.4842 -0.2984 0.013 0.001 0.064
O 1.2059 0.2141 -0.5080 0.140 0.068 -0.141
H 2.5612 -5.3700 -1.7425 0.001 -0.002 0.004
H 0.4441 -4.0514 -1.4655 -0.015 0.012 -0.055
H 4.7512 -1.7142 -0.8488 0.007 -0.002 -0.018
F 0.7916 -0.5297 -2.6741 0.145 0.399 -0.542
Sb -2.3595 -1.4632 -4.0842 -0.300 -0.355 -0.283
F -1.1376 -0.1398 -4.5877 0.092 0.130 0.079
F -0.5511 -2.2538 -2.7310 0.323 -0.051 0.192
F -3.7575 -0.2057 -3.9771 -0.041 0.056 0.052
F -1.1306 -2.4475 -0.5573 -0.278 -0.323 0.183
F -2.2045 -0.9095 -2.0580 -0.069 0.465 -0.275

The highest multiplicity belongs to which entry?
C6H14CoN3